[1]
{
  "formula": "C2ClO4",
  "method": "the ωB97M-V functional and the def2-TZVPD basis",
  "de_lowest_kcal_mol": 26.99,
  "total_charge": -1,
  "fmax_ev_per_a": 3.77,
  "homo_lumo_gap_ev": 9.163,
  "homo_energy_ha": -0.2004,
  "species": ["C", "C", "O", "O", "O", "O", "Cl"],
  "coordinates": [[0.673, 0.985, 0.441], [-0.911, -1.197, -0.685], [-0.735, -2.270, -0.195], [-0.204, 1.522, 1.092], [-1.782, -0.572, -1.114], [0.708, 0.142, -0.489], [2.251, 1.390, 0.950]]
}



[2]
{
  "formula": "C2H2Br3NO",
  "method": "the ωB97M-V functional and the def2-TZVPD basis",
  "de_lowest_kcal_mol": 31.79,
  "fmax_ev_per_a": 4.32,
  "homo_lumo_gap_ev": 8.038,
  "homo_energy_ha": -0.3327,
  "species": ["C", "C", "N", "O", "Br", "Br", "Br", "H", "H"],
  "coordinates": [[2.527, 1.582, 2.166], [1.719, -0.396, 0.237], [2.141, 1.396, 1.063], [3.157, 1.682, 3.145], [2.047, 0.117, -1.503], [3.150, -1.551, 0.904], [-1.846, -0.426, -1.084], [-0.612, 0.062, -0.958], [1.535, 1.847, 0.495]]
}



[3]
{
  "formula": "C22H16F6N4P2Tc",
  "method": "the ωB97M-V functional and the def2-TZVPD basis",
  "de_lowest_kcal_mol": 0.00,
  "s2": 2.016,
  "total_charge": 3,
  "multiplicity": 3,
  "fmax_ev_per_a": 0.17,
  "homo_lumo_gap_ev": [5.602, 5.661],
  "homo_energy_ha": [-0.6642, -0.6643],
  "species": ["Tc", "N", "C", "C", "C", "C", "C", "C", "P", "C", "C", "C", "C", "C", "C", "C", "C", "C", "C", "C", "C", "H", "H", "H", "H", "H", "H", "H", "H", "H", "H", "H", "H", "H", "H", "H", "H", "F", "P", "F", "F", "F", "F", "F", "N", "C", "C", "C", "N", "C", "N"],
  "coordinates": [[0.314, 0.272, 0.158], [0.471, 0.274, 2.347], [0.225, 1.560, 3.033], [0.408, 1.652, 4.399], [0.221, 2.878, 5.027], [-0.132, 4.006, 4.294], [-0.314, 3.911, 2.924], [-0.150, 2.678, 2.288], [-0.389, 2.487, 0.528], [-2.205, 2.403, 0.196], [-2.617, 2.320, -1.160], [-3.776, 1.675, -1.441], [-4.584, 1.073, -0.353], [-4.294, 1.587, 1.006], [-3.123, 2.221, 1.261], [0.195, 3.836, -0.459], [-0.596, 4.990, -0.564], [-0.120, 6.074, -1.278], [1.131, 6.009, -1.885], [1.912, 4.864, -1.782], [1.449, 3.771, -1.068], [-0.111, -0.442, 2.785], [1.431, -0.005, 2.569], [0.707, 0.786, 4.977], [0.368, 2.954, 6.097], [-0.254, 4.959, 4.791], [-0.564, 4.795, 2.350], [-1.960, 2.660, -1.952], [-4.069, 1.475, -2.467], [-5.657, 1.100, -0.578], [-4.983, 1.337, 1.806], [-2.846, 2.499, 2.271], [-1.571, 5.052, -0.091], [-0.720, 6.969, -1.364], [1.498, 6.859, -2.444], [2.881, 4.826, -2.261], [2.054, 2.879, -0.988], [0.307, 0.279, -1.686], [3.811, -0.104, -0.849], [4.583, 0.323, 0.372], [2.923, -1.335, -0.747], [4.948, -0.744, -1.624], [2.356, 0.686, 0.149], [3.430, 0.956, -1.856], [-1.656, -0.400, 0.139], [-2.764, -0.596, -0.067], [-4.226, -0.520, -0.332], [-4.524, -1.103, -1.646], [-4.713, -1.501, -2.704], [-4.960, -1.179, 0.757], [-5.497, -1.694, 1.629]]
}



[4]
{
  "formula": "C20H27N3O5S",
  "method": "the ωB97M-V functional and the def2-TZVPD basis",
  "de_lowest_kcal_mol": 86.79,
  "fmax_ev_per_a": 1.32,
  "smiles": "CCOc1cc(NC(=S)NCCCOC)c(OCC)cc1NC(=O)c1ccco1",
  "homo_lumo_gap_ev": 8.013,
  "homo_energy_ha": -0.2788,
  "species": ["C", "C", "H", "H", "O", "C", "C", "C", "C", "C", "C", "N", "C", "O", "C", "C", "C", "C", "O", "H", "H", "H", "H", "H", "O", "C", "C", "H", "H", "H", "H", "H", "N", "C", "N", "H", "C", "H", "H", "C", "C", "O", "C", "H", "H", "H", "H", "H", "H", "H", "S", "H", "H", "H", "H", "H"],
  "coordinates": [[-0.180, -4.480, -0.024], [-1.399, -3.733, -0.550], [-1.898, -4.322, -1.324], [-2.105, -3.554, 0.273], [-1.079, -2.505, -1.196], [-0.640, -1.498, -0.349], [0.711, -1.320, -0.099], [1.153, -0.295, 0.727], [0.204, 0.536, 1.359], [-1.145, 0.365, 1.102], [-1.576, -0.635, 0.234], [-2.914, -0.826, -0.097], [-4.018, -0.183, 0.378], [-4.015, 0.687, 1.228], [-5.262, -0.660, -0.245], [-6.554, -0.252, -0.034], [-7.359, -1.036, -0.887], [-6.505, -1.862, -1.554], [-5.238, -1.647, -1.177], [-6.672, -2.619, -2.295], [-8.424, -0.992, -0.991], [-6.867, 0.511, 0.647], [-3.055, -1.517, -0.825], [-1.889, 0.998, 1.552], [0.720, 1.481, 2.190], [-0.165, 2.347, 2.879], [0.683, 3.279, 3.731], [0.041, 3.966, 4.274], [1.362, 3.846, 3.100], [1.271, 2.704, 4.442], [-0.846, 1.762, 3.510], [-0.761, 2.923, 2.160], [2.497, -0.086, 1.028], [3.585, -0.129, 0.214], [3.407, -0.482, -1.077], [2.460, -0.372, -1.421], [4.425, -0.246, -2.074], [5.384, -0.192, -1.554], [4.440, -1.097, -2.762], [4.172, 1.046, -2.856], [4.048, 2.258, -1.936], [2.788, 2.220, -1.296], [2.658, 3.177, -0.278], [3.428, 3.042, 0.491], [1.674, 3.031, 0.163], [2.735, 4.197, -0.678], [4.852, 2.245, -1.186], [4.138, 3.189, -2.518], [4.996, 1.205, -3.551], [3.245, 0.957, -3.428], [5.062, 0.199, 0.888], [2.663, 0.376, 1.914], [1.416, -2.009, -0.536], [-0.489, -5.444, 0.369], [0.537, -4.640, -0.826], [0.300, -3.915, 0.772]]
}



[5]
{
  "formula": "C10H24N4O5",
  "method": "the ωB97M-V functional and the def2-TZVPD basis",
  "de_lowest_kcal_mol": 1.40,
  "fmax_ev_per_a": 1.93,
  "smiles": "C[N+](=O)[O-].CN(C)C=O.CN(C)C=O.CN(C)C=O",
  "homo_lumo_gap_ev": 9.280,
  "homo_energy_ha": -0.3327,
  "species": ["C", "N", "O", "O", "H", "H", "H", "C", "O", "N", "C", "C", "H", "H", "H", "H", "H", "H", "H", "C", "O", "N", "C", "C", "H", "H", "H", "H", "H", "H", "H", "C", "O", "N", "C", "C", "H", "H", "H", "H", "H", "H", "H"],
  "coordinates": [[-0.017, -0.772, 0.042], [0.099, -0.409, -1.417], [0.753, -1.131, -2.131], [-0.483, 0.580, -1.804], [-0.007, 0.189, 0.546], [0.941, -1.255, 0.214], [-0.901, -1.379, 0.172], [2.784, 1.634, -6.601], [2.952, 0.864, -7.522], [2.498, 1.292, -5.335], [2.043, 2.291, -4.392], [2.094, -0.071, -5.036], [2.868, 2.722, -6.750], [0.973, 2.502, -4.513], [2.631, 3.204, -4.363], [2.114, 1.850, -3.395], [1.050, -0.182, -5.345], [2.710, -0.902, -5.367], [2.050, -0.247, -3.960], [0.866, -4.044, 3.706], [1.566, -3.481, 2.890], [-0.481, -4.156, 3.589], [-1.295, -4.637, 4.707], [-1.215, -3.681, 2.436], [1.262, -4.543, 4.601], [-1.528, -5.698, 4.531], [-2.267, -4.155, 4.615], [-0.857, -4.589, 5.697], [-0.513, -3.367, 1.670], [-1.735, -4.545, 2.007], [-1.971, -2.950, 2.713], [-2.874, 2.515, 2.399], [-3.318, 1.538, 1.848], [-1.697, 3.142, 2.042], [-1.132, 4.191, 2.881], [-1.084, 2.913, 0.750], [-3.273, 3.083, 3.261], [-0.048, 4.077, 2.819], [-1.402, 3.995, 3.918], [-1.443, 5.191, 2.570], [-1.194, 3.749, 0.062], [-0.018, 2.693, 0.873], [-1.501, 1.981, 0.371]]
}



[6]
{
  "formula": "C14H30ClN2O6ReSSe2",
  "method": "the ωB97M-V functional and the def2-TZVPD basis",
  "de_lowest_kcal_mol": 5.56,
  "s2": 0.757,
  "total_charge": 1,
  "multiplicity": 2,
  "fmax_ev_per_a": 0.70,
  "homo_lumo_gap_ev": [6.976, 7.056],
  "homo_energy_ha": [-0.4036, -0.4207],
  "species": ["Re", "O", "C", "C", "C", "O", "C", "Se", "C", "Se", "H", "H", "H", "H", "H", "H", "H", "H", "H", "H", "O", "Cl", "O", "O", "O", "C", "C", "C", "C", "N", "C", "S", "N", "C", "C", "C", "C", "H", "H", "H", "H", "H", "H", "H", "H", "H", "H", "H", "H", "H", "H", "H", "H", "H", "H", "H", "H"],
  "coordinates": [[0.429, -0.285, 0.524], [4.019, -5.348, 1.302], [3.271, -4.624, 2.260], [2.867, -3.257, 1.660], [4.161, -2.485, 1.440], [3.960, -1.392, 0.542], [2.152, -3.545, 0.349], [1.155, -2.153, -0.590], [1.930, -2.639, 2.705], [1.569, -0.739, 2.500], [4.241, -6.214, 1.657], [3.855, -4.448, 3.171], [2.362, -5.169, 2.539], [4.893, -3.177, 1.020], [4.533, -2.138, 2.412], [4.825, -1.138, 0.206], [1.382, -4.303, 0.523], [2.846, -3.936, -0.392], [2.390, -2.708, 3.693], [0.980, -3.173, 2.736], [-2.053, 1.770, -1.231], [-1.620, 0.434, -1.266], [-2.392, -0.412, -2.072], [-0.162, 0.351, -1.585], [-1.585, -0.119, 0.180], [5.242, 2.092, 0.431], [4.950, 2.709, -0.932], [4.432, 1.700, -1.953], [3.054, 1.146, -1.615], [2.049, 2.209, -1.695], [1.238, 2.631, -0.750], [1.175, 1.897, 0.847], [0.454, 3.681, -0.945], [0.406, 4.492, -2.162], [1.566, 5.474, -2.280], [1.513, 6.254, -3.588], [2.662, 7.245, -3.715], [5.679, 2.828, 1.105], [5.959, 1.271, 0.339], [4.344, 1.698, 0.913], [5.859, 3.168, -1.326], [4.227, 3.523, -0.821], [5.124, 0.856, -2.027], [4.405, 2.150, -2.951], [3.038, 0.727, -0.610], [2.761, 0.353, -2.307], [2.017, 2.703, -2.577], [-0.199, 3.882, -0.204], [-0.541, 5.028, -2.140], [0.354, 3.827, -3.030], [2.523, 4.945, -2.207], [1.533, 6.161, -1.431], [0.558, 6.785, -3.653], [1.531, 5.555, -4.430], [2.640, 7.975, -2.906], [2.611, 7.790, -4.656], [3.626, 6.734, -3.678]]
}



[7]
{
  "formula": "C23H30MnN6O2S4",
  "method": "the ωB97M-V functional and the def2-TZVPD basis",
  "de_lowest_kcal_mol": 0.00,
  "s2": 0.792,
  "total_charge": 2,
  "multiplicity": 2,
  "fmax_ev_per_a": 0.62,
  "homo_lumo_gap_ev": [5.803, 5.777],
  "homo_energy_ha": [-0.4934, -0.4924],
  "species": ["Mn", "C", "C", "S", "C", "C", "S", "C", "C", "S", "H", "H", "H", "H", "H", "H", "H", "H", "H", "H", "H", "H", "C", "C", "N", "O", "C", "C", "N", "O", "H", "H", "H", "H", "H", "H", "H", "S", "C", "N", "N", "C", "C", "C", "C", "C", "C", "N", "N", "C", "C", "C", "C", "C", "C", "H", "H", "H", "H", "H", "H", "H", "H", "H", "H", "H"],
  "coordinates": [[-0.825, -0.012, 0.874], [-2.253, 3.794, -0.658], [-2.678, 2.605, -1.507], [-2.329, 0.905, -0.947], [-3.880, 0.296, -0.246], [-4.186, 0.798, 1.152], [-2.739, 0.664, 2.252], [-2.663, 2.326, 2.983], [-2.118, 3.467, 2.141], [-3.216, 4.105, 0.843], [-2.394, 4.681, -1.277], [-1.193, 3.756, -0.406], [-2.187, 2.666, -2.479], [-3.753, 2.630, -1.690], [-3.755, -0.787, -0.256], [-4.691, 0.533, -0.936], [-4.998, 0.216, 1.585], [-4.473, 1.845, 1.131], [-2.036, 2.203, 3.868], [-3.671, 2.535, 3.345], [-1.191, 3.184, 1.654], [-1.886, 4.297, 2.810], [-1.388, -3.303, 3.585], [-1.175, -2.442, 2.390], [-0.619, -1.287, 2.447], [-0.250, -0.896, 3.695], [-1.515, -2.829, 1.007], [-1.798, -4.247, 0.654], [-1.421, -1.850, 0.176], [-1.478, -2.239, -1.150], [-2.053, -2.793, 4.284], [-0.443, -3.460, 4.106], [-1.820, -4.263, 3.320], [0.207, -0.046, 3.545], [-1.072, -4.905, 1.133], [-1.780, -4.398, -0.419], [-2.785, -4.527, 1.030], [0.621, 1.525, 1.812], [1.989, 0.738, 1.120], [3.249, 1.048, 1.744], [4.303, 1.095, 1.110], [4.601, 1.150, -0.295], [3.809, 1.895, -1.160], [4.206, 1.994, -2.478], [5.363, 1.348, -2.912], [6.146, 0.621, -2.028], [5.778, 0.534, -0.695], [2.043, -0.158, 0.206], [0.797, -0.546, -0.241], [0.821, -1.225, -1.359], [-0.514, -1.574, -1.992], [-0.442, -2.432, -3.211], [0.712, -2.720, -3.804], [1.961, -2.259, -3.225], [2.021, -1.555, -2.076], [5.124, 1.188, 1.716], [2.925, 2.409, -0.804], [3.627, 2.589, -3.170], [5.666, 1.436, -3.947], [7.052, 0.139, -2.368], [6.388, -0.014, 0.014], [-0.937, -0.608, -2.301], [-1.394, -2.770, -3.601], [0.739, -3.311, -4.709], [2.884, -2.511, -3.732], [2.966, -1.250, -1.656]]
}



[8]
{
  "formula": "C3HCl5",
  "method": "the ωB97M-V functional and the def2-TZVPD basis",
  "de_lowest_kcal_mol": 56.01,
  "fmax_ev_per_a": 2.43,
  "homo_lumo_gap_ev": [7.880, 8.327],
  "homo_energy_ha": [-0.3365, -0.3506],
  "species": ["C", "C", "C", "Cl", "Cl", "Cl", "Cl", "Cl", "H"],
  "coordinates": [[-0.357, -0.856, -0.930], [-0.653, 0.345, -0.046], [0.602, 0.662, 0.888], [-0.084, -2.349, -0.192], [-0.836, 1.636, -1.204], [-2.217, 0.203, 0.923], [1.062, -0.588, 1.879], [1.945, 1.475, 0.138], [0.538, -0.529, -1.457]]
}



Repeat the second record exactly.
{
  "formula": "C2H2Br3NO",
  "method": "the ωB97M-V functional and the def2-TZVPD basis",
  "de_lowest_kcal_mol": 31.79,
  "fmax_ev_per_a": 4.32,
  "homo_lumo_gap_ev": 8.038,
  "homo_energy_ha": -0.3327,
  "species": ["C", "C", "N", "O", "Br", "Br", "Br", "H", "H"],
  "coordinates": [[2.527, 1.582, 2.166], [1.719, -0.396, 0.237], [2.141, 1.396, 1.063], [3.157, 1.682, 3.145], [2.047, 0.117, -1.503], [3.150, -1.551, 0.904], [-1.846, -0.426, -1.084], [-0.612, 0.062, -0.958], [1.535, 1.847, 0.495]]
}